# C39H34ClF3GaN2O4SbSi2

A structure of composition C39H34ClF3GaN2O4SbSi2 (the ωB97M-V functional and the def2-TZVPD basis, the Open Molecules 2025 dataset).

Atoms and positions in Å:
Ga1 0.426 0.381 0.136
O1 -1.014 -5.160 2.153
C1 -2.206 -4.598 2.217
O2 -3.120 -5.098 2.821
C2 -2.409 -3.314 1.472
C3 -3.639 -2.696 1.358
Cl1 -5.181 -3.163 1.888
N1 -3.467 -1.551 0.654
N2 -2.186 -1.379 0.303
C4 -1.537 -2.426 0.783
C5 -0.061 -2.518 0.542
O3 0.548 -3.532 0.866
O4 0.524 -1.506 0.006
C6 -4.440 -0.581 0.262
C7 -5.231 0.029 1.223
C8 -6.126 1.012 0.831
C9 -6.212 1.382 -0.504
C10 -5.409 0.766 -1.453
C11 -4.520 -0.228 -1.074
H1 -0.384 -4.635 1.586
H2 -5.138 -0.256 2.262
H3 -6.748 1.497 1.571
H4 -6.906 2.156 -0.804
H5 -5.476 1.057 -2.493
H6 -3.880 -0.720 -1.794
C12 2.904 1.302 -2.209
Si1 2.426 1.576 -0.408
C13 4.000 1.476 0.622
C14 1.666 3.312 -0.230
C15 2.526 4.405 -0.073
C16 2.049 5.694 0.107
C17 0.681 5.916 0.151
C18 -0.188 4.848 0.001
C19 0.270 3.541 -0.203
Si2 -1.042 2.176 -0.406
C20 -2.439 2.577 0.794
C21 -1.684 2.208 -2.174
H7 3.640 2.047 -2.523
H8 2.041 1.386 -2.872
H9 3.342 0.312 -2.351
H10 4.754 2.172 0.247
H11 4.420 0.470 0.558
H12 3.836 1.689 1.681
H13 3.599 4.249 -0.088
H14 2.741 6.519 0.220
H15 0.295 6.917 0.304
H16 -1.256 5.040 0.045
H17 -3.120 3.329 0.385
H18 -2.029 2.968 1.729
H19 -3.033 1.692 1.025
H20 -2.163 3.169 -2.376
H21 -2.415 1.418 -2.350
H22 -0.868 2.084 -2.888
F1 -3.560 -2.533 6.555
C22 -2.706 -1.869 5.762
C23 -3.093 -1.567 4.472
C24 -2.197 -0.880 3.665
C25 -0.943 -0.513 4.141
C26 -0.582 -0.841 5.446
C27 -1.467 -1.518 6.269
Sb1 0.406 0.497 2.867
C28 2.287 -0.123 3.593
C29 2.904 -1.198 2.954
C30 4.165 -1.618 3.345
C31 4.794 -0.939 4.371
F2 6.023 -1.333 4.749
C32 4.214 0.132 5.022
C33 2.948 0.538 4.624
C34 0.275 2.450 3.665
C35 -0.841 2.839 4.399
C36 -0.967 4.144 4.853
C37 0.043 5.039 4.564
F3 -0.074 6.308 4.999
C38 1.169 4.685 3.848
C39 1.275 3.380 3.393
H23 -4.062 -1.886 4.111
H24 -2.479 -0.632 2.648
H25 0.399 -0.583 5.827
H26 -1.210 -1.788 7.284
H27 2.412 -1.716 2.136
H28 4.662 -2.451 2.866
H29 4.750 0.632 5.817
H30 2.485 1.386 5.117
H31 -1.625 2.124 4.624
H32 -1.827 4.469 5.422
H33 1.933 5.420 3.639
H34 2.148 3.102 2.817

Calculated values
* LUMO energy: 0.076 eV
* net charge: 0
* E: -5420.947178 a.u.
* energy relative to the best compared isomer or geometry (same formula, charge and spin): 0.0 kJ/mol
* HOMO energy: -0.288 Eh



# C38H67F2IN2O13S5

A cluster of 11 separate species, C38H67F2IN2O13S5 in total in a non-equilibrium geometry (the ωB97M-V functional and the def2-TZVPD basis, the Open Molecules 2025 dataset).

Atoms and positions in Å:
C1 4.632 4.475 0.483
C2 3.552 4.997 1.522
O1 3.502 6.199 1.794
N1 2.671 4.027 2.292
H1 2.054 4.641 3.003
H2 1.830 3.670 1.552
C3 3.370 2.777 2.957
H3 5.274 5.291 0.096
H4 4.185 3.573 -0.011
H5 5.386 3.858 1.109
H6 3.860 2.167 2.324
H7 2.459 2.415 3.205
H8 4.019 3.228 3.785
C4 0.760 1.260 -2.476
C5 -0.069 0.626 -1.207
O2 -1.289 0.316 -1.428
N2 0.670 0.512 0.004
H9 1.713 0.134 -0.219
H10 0.721 1.469 0.390
C6 0.065 -0.209 1.193
H11 1.521 1.874 -2.144
H12 0.163 1.807 -3.111
H13 1.080 0.495 -3.170
H14 0.688 -0.071 2.108
H15 -0.002 -1.165 1.077
H16 -0.971 0.059 1.463
I1 4.276 -0.034 -0.048
O3 0.822 3.083 0.544
H17 0.308 3.719 -0.022
F1 -1.000 7.720 -4.505
C7 -0.424 7.303 -3.343
C8 0.168 8.302 -2.418
C9 0.913 7.867 -1.321
C10 0.951 6.460 -0.970
C11 0.391 5.524 -1.874
C12 -0.223 5.928 -3.078
H18 0.171 9.263 -2.747
H19 1.361 8.578 -0.609
H20 1.520 6.111 -0.077
H21 0.326 4.505 -1.471
H22 -0.470 5.311 -3.876
F2 1.447 -1.208 -5.181
C13 2.478 -2.005 -5.115
C14 3.123 -2.248 -3.911
C15 4.444 -2.895 -3.829
C16 4.912 -3.562 -4.915
C17 4.205 -3.458 -6.108
C18 3.105 -2.666 -6.231
H23 2.871 -1.905 -2.949
H24 4.938 -2.731 -2.837
H25 5.685 -4.030 -5.132
H26 4.589 -4.073 -7.110
H27 2.597 -2.628 -7.255
C19 2.023 -0.850 5.183
C20 1.244 -1.480 6.315
C21 0.690 -2.514 5.734
S1 1.995 -3.337 4.824
O4 1.503 -3.808 3.565
O5 2.589 -4.273 5.734
C22 2.948 -1.960 4.685
H28 2.717 -0.140 5.556
H29 1.479 -0.426 4.376
H30 0.613 -0.746 6.770
H31 1.905 -1.709 7.244
H32 -0.141 -2.076 4.904
H33 0.091 -3.038 6.429
H34 3.140 -1.827 3.518
H35 4.023 -1.844 5.163
C23 1.741 -5.719 -2.283
C24 1.815 -5.675 -0.835
C25 1.550 -4.457 -0.288
S2 0.342 -3.710 -1.304
O6 0.523 -2.302 -1.540
O7 -0.919 -4.080 -0.750
C26 0.622 -4.740 -2.646
H36 1.341 -6.671 -2.712
H37 2.538 -5.541 -2.768
H38 2.709 -5.982 -0.347
H39 1.237 -6.408 -0.312
H40 2.384 -3.764 -0.118
H41 0.993 -4.469 0.656
H42 0.890 -4.201 -3.550
H43 -0.213 -5.375 -2.976
C27 -0.440 2.690 4.610
C28 -1.349 1.763 5.534
C29 -2.253 0.955 4.755
S3 -2.806 2.063 3.501
O8 -4.109 2.642 3.958
O9 -2.802 1.398 2.222
C30 -1.467 3.227 3.488
H44 0.329 1.940 4.228
H45 0.171 3.403 5.192
H46 -1.860 2.421 6.309
H47 -0.766 1.009 6.020
H48 -2.968 0.209 5.211
H49 -1.551 0.391 4.256
H50 -1.817 4.103 3.981
H51 -1.110 3.450 2.378
C31 -4.070 -3.652 0.348
C32 -4.722 -2.303 0.397
C33 -3.905 -1.370 1.072
S4 -3.315 -2.399 2.449
O10 -4.285 -2.090 3.518
O11 -1.903 -2.192 2.673
C34 -3.639 -3.924 1.657
H52 -3.207 -3.580 -0.317
H53 -4.771 -4.485 0.258
H54 -5.585 -2.332 0.995
H55 -4.948 -1.772 -0.631
H56 -4.551 -0.455 1.474
H57 -3.059 -0.959 0.373
H58 -4.306 -4.438 2.325
H59 -2.781 -4.460 1.725
C35 -3.177 0.161 -5.024
C36 -3.970 0.229 -3.744
C37 -5.377 0.315 -4.045
S5 -5.503 -0.827 -5.424
O12 -6.357 -0.335 -6.368
O13 -5.723 -2.076 -4.727
C38 -3.822 -0.801 -5.980
H60 -2.033 0.018 -4.862
H61 -3.065 1.048 -5.663
H62 -3.681 1.093 -2.998
H63 -3.667 -0.581 -3.153
H64 -5.775 1.274 -4.286
H65 -6.112 -0.023 -3.196
H66 -3.952 -0.426 -7.116
H67 -3.641 -1.849 -5.808

Calculated values
* LUMO energy: -0.315 eV
* net charge: 0
* E: -5063.567763 a.u.
* energy relative to the best compared isomer or geometry (same formula, charge and spin): 0.0 kJ/mol
* HOMO energy: -0.292 Eh